8
Properties=species:S:1:pos:R:3 method="wB97M-V/def2-TZVPD" total_energy_ev=-31482.461 max_force_ev_per_a=4.694 spin_multiplicity=1 e_above_lowest_kcal_mol=35.1 molar_mass_da=140.6 homo_ev=-11.56
C 1.19702 0.46088 -0.99655
N 1.66089 0.98993 -1.89903
N -1.18288 0.21149 0.10097
O 0.58027 -1.47201 0.84050
O 0.74938 0.88076 1.59403
S 0.36198 -0.04674 0.62964
Cl -1.57027 -0.90255 -1.08698
H -1.79638 -0.12174 0.81743



16
Properties=species:S:1:pos:R:3 method="wB97M-V/def2-TZVPD" total_energy_ev=-50276.249 max_force_ev_per_a=3.622 spin_multiplicity=1 e_above_lowest_kcal_mol=23.8 molar_mass_da=413.1 homo_ev=-9.70
Cs 6.25218 -0.73381 -13.05833
C 5.53842 -2.11347 -16.68690
F 6.80714 -1.84102 -16.37405
F 4.77654 -1.11518 -16.22715
F 5.46206 -2.17764 -17.99506
S 5.03967 -3.75817 -15.88690
O 3.91348 -4.27212 -16.59804
O 6.28851 -4.48398 -15.99288
N 4.85770 -3.33089 -14.25952
S 3.31312 -3.34836 -14.04665
O 2.59914 -2.43736 -14.90798
O 2.75580 -4.67674 -13.93036
C 3.15607 -2.57171 -12.32665
F 3.46869 -1.26094 -12.47996
F 1.91262 -2.65213 -11.90324
F 4.07257 -3.10167 -11.49805



12
Properties=species:S:1:pos:R:3 method="wB97M-V/def2-TZVPD" total_energy_ev=-18250.370 max_force_ev_per_a=5.007 spin_multiplicity=3 e_above_lowest_kcal_mol=69.9 molar_mass_da=103.6 s_squared=2.014 homo_ev="-5.24 / -9.83"
C -1.71169 -0.87047 0.10324
C 1.80538 -0.55071 2.00112
C -1.40122 -1.13190 1.31819
C 1.29745 -0.60472 0.76927
N -2.18960 -0.79707 -1.04517
Cl 2.43181 -0.29026 -0.51372
H 2.76262 -0.44064 2.29284
H -1.58229 -0.24593 -1.69069
H 1.11450 -0.57707 2.86034
H -1.67661 -0.59034 2.25167
H -0.79658 -2.09042 1.43659
H 0.31020 -0.86187 0.37250



13
Properties=species:S:1:pos:R:3 method="wB97M-V/def2-TZVPD" total_energy_ev=-91893.070 max_force_ev_per_a=2.891 spin_multiplicity=1 e_above_lowest_kcal_mol=60.3 molar_mass_da=263.0 homo_ev="-8.40 / -8.29"
C -1.33052 0.96020 0.90634
C -1.39584 0.27843 -0.28069
C 0.84260 -1.44600 0.70503
C 0.09457 1.13419 0.74722
C 0.04619 0.50137 -0.62503
C 0.81672 -0.84788 -0.66908
O 1.03015 -2.36358 1.37689
F -2.11130 1.04314 1.94561
F -2.36540 -0.32947 -0.95413
F 1.02366 1.87234 1.38102
F 0.30935 1.24545 -1.76527
F 0.39107 -1.62677 -1.73413
Br 2.64877 -0.42140 -1.03378



97
Properties=species:S:1:pos:R:3 method="wB97M-V/def2-TZVPD" total_energy_ev=-154379.104 max_force_ev_per_a=11.636 total_charge=+3 spin_multiplicity=1 e_above_lowest_kcal_mol=0.0 molar_mass_da=711.6 homo_ev="-17.42 / -17.42"
C 2.45097 -1.31353 -1.56518
C 1.44747 0.56861 -2.54247
C 3.42249 -1.33795 -2.56360
C 2.31641 0.52698 -3.62081
C 3.32965 -0.43485 -3.62351
H 4.20144 -2.10259 -2.52217
H 2.17929 1.23966 -4.43346
H 4.01054 -0.48452 -4.46768
N 1.54664 -0.31421 -1.52398
P 0.61561 -2.46622 0.19881
P 0.05016 2.41673 -0.78659
C 2.32918 -2.41655 -0.52214
H 2.55973 -3.39352 -0.97655
H 3.06700 -2.26605 0.28713
C -1.48724 -0.48517 1.18502
O -2.37427 -0.65821 1.94214
C 0.26037 1.50226 -2.49458
H 0.34390 2.30054 -3.24099
C -1.56223 3.41948 -0.89602
C 1.48836 3.61797 -0.65885
C -0.33166 -3.51013 -1.06426
C 0.73421 -3.35613 1.84618
C -2.69839 2.57266 -0.29635
H -2.50202 2.32018 0.75615
H -3.62956 3.16343 -0.33653
H -2.86598 1.63971 -0.84610
C -1.50572 4.72376 -0.08591
H -1.27546 4.53231 0.96936
H -0.79277 5.45286 -0.48198
H -2.50154 5.19462 -0.12518
C -1.89962 3.73442 -2.35451
H -2.84222 4.30934 -2.39266
H -1.13359 4.34000 -2.85827
H -2.06006 2.80972 -2.92452
C 1.50102 4.16632 0.79222
H 1.01141 3.48607 1.49988
H 2.54263 4.27735 1.12376
H 1.02767 5.15365 0.86811
C 2.81022 2.87515 -0.89958
H 2.91952 2.01580 -0.22749
H 2.92090 2.53380 -1.93461
H 3.63512 3.57009 -0.67553
C 1.37047 4.76602 -1.68903
H 0.77381 4.51409 -2.57437
H 0.98267 5.68920 -1.23418
H 2.37785 5.00533 -2.05854
C -0.69183 -3.65673 2.34422
H -0.60549 -4.11291 3.34249
H -1.29187 -2.74397 2.44083
H -1.23039 -4.36008 1.69568
C 1.42146 -2.43198 2.86374
H 2.47044 -2.23908 2.60053
H 0.90951 -1.47008 2.97463
H 1.40777 -2.93783 3.84181
C 1.56105 -4.65401 1.75820
H 2.45340 -4.54690 1.12651
H 1.90405 -4.89916 2.77436
H 0.97237 -5.51173 1.41366
C 0.10550 -3.14538 -2.49207
H 1.15379 -3.39756 -2.70069
H -0.52870 -3.69938 -3.20307
H -0.03733 -2.07547 -2.68044
C -1.83080 -3.16989 -0.90196
H -2.10061 -2.28801 -1.50699
H -2.43130 -4.03275 -1.24401
H -2.12627 -2.92724 0.12982
C -0.07109 -5.01478 -0.87353
H 1.00292 -5.25062 -0.91892
H -0.50256 -5.41243 0.05359
H -0.55266 -5.55244 -1.70569
Ti -0.05417 -0.08368 -0.08711
N -1.35163 -0.05315 -1.58778
C -1.01847 0.57712 -2.63174
C -1.72537 0.45100 -3.99318
C -1.23644 1.47817 -5.00549
C -1.40747 -0.92776 -4.56146
C -3.24644 0.56552 -3.77107
H -1.44140 2.50432 -4.69133
H -0.16410 1.36325 -5.19683
H -1.76343 1.32603 -5.95472
H -1.77579 -1.71117 -3.89437
H -1.90520 -1.05886 -5.52933
H -0.32918 -1.05573 -4.71391
H -3.70017 1.26193 -4.48453
H -3.71175 -0.41413 -3.91988
H -3.49611 0.88937 -2.75618
Br 0.46818 2.54343 5.24188
C 1.33825 1.65892 3.78786
C 2.70473 1.41810 3.83516
C 3.29290 0.83862 2.70753
C 2.51152 0.48834 1.60644
N 1.16756 0.69175 1.59530
C 0.58028 1.29320 2.67263
H 3.28704 1.69141 4.71041
H 4.36073 0.64497 2.65897
H 2.97518 0.02506 0.73032
H -0.48902 1.48821 2.62982